Entry from the Open Molecules 2025 dataset: a 5-piece molecular cluster, C39H87N5O7 overall (the ωB97M-V functional and the def2-TZVPD basis).

Cartesian coordinates (Å):
C -1.672 6.329 -5.947
C -2.001 5.095 -6.770
C -1.435 5.300 -8.159
C -1.277 4.060 -9.034
C -0.406 3.060 -8.269
C -0.994 2.746 -6.905
N -1.395 3.925 -6.169
O -1.867 3.673 -4.885
C -2.187 1.759 -7.118
C 0.088 1.999 -6.100
C -3.499 4.910 -6.859
H -1.949 7.239 -6.486
H -0.606 6.410 -5.715
H -2.185 6.343 -4.983
H -2.074 6.022 -8.679
H -0.449 5.778 -8.120
H -0.859 4.331 -10.002
H -2.246 3.583 -9.224
H 0.621 3.440 -8.282
H -0.389 2.101 -8.795
H -2.974 1.905 -6.374
H -2.529 1.580 -8.132
H -1.846 0.770 -6.764
H -0.362 1.533 -5.218
H 0.452 1.159 -6.691
H 0.819 2.727 -5.748
H -3.719 4.043 -7.491
H -4.017 5.752 -7.328
H -3.982 4.712 -5.903
H -1.127 3.874 -4.300
C 4.408 -2.288 -0.366
C 4.018 -1.049 -1.195
C 5.358 -0.379 -1.521
C 5.234 0.675 -2.635
C 4.559 0.110 -3.881
C 3.240 -0.571 -3.573
N 3.396 -1.459 -2.444
O 2.224 -2.220 -2.210
C 2.169 0.535 -3.336
C 2.782 -1.277 -4.838
C 3.202 -0.049 -0.377
H 4.581 -3.100 -1.079
H 3.642 -2.613 0.337
H 5.367 -2.159 0.133
H 5.797 0.041 -0.618
H 6.071 -1.063 -2.002
H 6.184 1.183 -2.815
H 4.563 1.499 -2.334
H 5.274 -0.567 -4.369
H 4.422 0.919 -4.600
H 1.155 0.136 -3.258
H 2.331 1.063 -2.397
H 2.232 1.302 -4.107
H 1.846 -1.818 -4.667
H 2.657 -0.584 -5.663
H 3.459 -2.106 -5.081
H 3.406 0.994 -0.594
H 3.322 -0.184 0.704
H 2.130 -0.214 -0.477
H 1.536 -1.603 -1.897
C -3.300 -4.149 4.745
C -2.363 -5.250 5.259
C -1.103 -5.137 4.392
C 0.163 -5.704 5.034
C 0.318 -5.007 6.376
C -0.847 -5.281 7.327
N -2.104 -4.904 6.666
O -3.214 -5.224 7.499
C -0.835 -6.774 7.732
C -0.671 -4.416 8.572
C -3.109 -6.575 5.036
H -2.898 -3.151 4.941
H -4.211 -4.102 5.356
H -3.588 -4.174 3.693
H -1.307 -5.780 3.525
H -0.976 -4.139 3.980
H 1.025 -5.567 4.383
H 0.006 -6.779 5.169
H 0.396 -3.932 6.195
H 1.203 -5.377 6.901
H -1.019 -6.983 8.790
H -1.466 -7.430 7.131
H 0.165 -7.213 7.614
H -0.088 -4.946 9.329
H -0.179 -3.466 8.358
H -1.629 -4.190 9.041
H -3.194 -6.676 3.957
H -4.089 -6.487 5.497
H -2.570 -7.431 5.438
H -3.230 -6.196 7.556
C -1.353 -3.393 1.294
O -2.068 -2.285 0.766
C -1.467 -1.048 1.079
C -2.340 0.108 0.702
N -1.551 1.326 0.598
C -2.374 2.533 0.584
C -1.816 3.548 -0.394
O -2.522 4.772 -0.465
C -3.865 4.674 -0.806
H -1.466 -3.501 2.371
H -0.323 -3.370 0.936
H -1.841 -4.238 0.801
H -0.551 -1.040 0.460
H -1.014 -0.906 2.075
H -3.150 0.110 1.456
H -2.804 -0.040 -0.278
H -0.821 1.408 1.308
H -2.376 2.925 1.613
H -3.408 2.244 0.393
H -1.743 3.121 -1.406
H -0.799 3.740 -0.050
H -4.328 5.646 -0.643
H -4.434 3.985 -0.162
H -4.044 4.329 -1.834
C -0.953 -1.171 5.366
O -0.039 -0.318 4.716
C -0.316 1.018 4.977
C 0.739 1.854 4.300
N 0.567 1.821 2.848
C 1.163 3.033 2.219
C 2.645 3.241 2.430
O 3.368 2.217 1.788
C 4.731 2.192 2.109
H -0.905 -2.195 5.014
H -1.967 -0.787 5.208
H -0.683 -1.201 6.430
H -1.290 1.289 4.544
H -0.323 1.256 6.051
H 0.752 2.859 4.727
H 1.706 1.427 4.615
H 1.078 1.024 2.470
H 0.824 3.127 1.185
H 0.553 3.809 2.704
H 2.946 4.228 2.051
H 2.797 3.230 3.521
H 4.864 2.457 3.158
H 5.287 2.856 1.433
H 5.126 1.209 1.851

Calculated values
Total energy ... -2338.3504 a.u.
Energy relative to the best compared isomer or geometry (same formula, charge and spin) ... 97.4 kJ/mol
Gap between HOMO and LUMO ... 8.5127 eV
Highest occupied orbital energy ... -7.9 eV
SMILES string ... CC1(C)CCCC(C)(C)N1O.CC1(C)CCCC(C)(C)N1O.CC1(C)CCCC(C)(C)N1O.COCCNCCOC.COCCNCCOC

=====

Entry from the Open Molecules 2025 dataset: a 9-piece molecular cluster, C39H87N8O11S overall (the ωB97M-V functional and the def2-TZVPD basis).

Cartesian coordinates (Å):
C -1.623 -0.019 -3.629
C -0.773 -1.084 -4.384
C -1.187 -2.536 -4.111
C -0.472 -3.201 -2.910
C -1.339 -3.364 -1.627
C -1.350 -2.042 -0.836
C -1.600 -2.224 0.696
C -0.680 -1.256 1.475
C -1.248 -0.753 2.811
C -0.618 0.636 3.138
C -0.426 0.907 4.647
C 1.102 1.136 4.887
C 1.491 1.380 6.368
C 2.183 2.733 6.643
C 3.696 2.744 6.394
S 4.639 1.577 7.406
O 5.351 0.729 6.461
O 3.748 0.855 8.305
O 5.539 2.399 8.168
H -2.527 -0.450 -3.192
H -1.936 0.739 -4.350
H -1.011 0.398 -2.828
H -0.914 -0.867 -5.449
H 0.275 -0.900 -4.139
H -0.903 -3.116 -4.998
H -2.275 -2.587 -4.018
H 0.420 -2.610 -2.675
H -0.125 -4.210 -3.155
H -0.926 -4.190 -1.048
H -2.362 -3.539 -1.972
H -2.107 -1.343 -1.185
H -0.360 -1.591 -0.952
H -2.655 -2.008 0.867
H -1.324 -3.236 1.002
H 0.325 -1.669 1.593
H -0.557 -0.368 0.843
H -2.325 -0.578 2.732
H -1.042 -1.457 3.621
H -1.186 1.415 2.623
H 0.369 0.613 2.665
H -0.762 0.081 5.278
H -0.919 1.843 4.922
H 1.584 0.233 4.493
H 1.400 1.955 4.224
H 0.555 1.341 6.935
H 2.087 0.531 6.699
H 1.739 3.469 5.966
H 1.908 3.051 7.652
H 4.060 3.748 6.606
H 3.856 2.475 5.349
C 0.061 2.972 -7.709
C -0.967 2.098 -7.033
O -1.191 2.169 -5.833
N -1.644 1.214 -7.809
C -1.516 0.993 -9.240
H 0.513 3.618 -6.961
H 0.843 2.363 -8.163
H -0.412 3.589 -8.473
H -2.311 0.657 -7.297
H -2.476 1.175 -9.715
H -1.229 -0.049 -9.413
H -0.777 1.645 -9.677
C -6.347 -2.726 -4.599
C -5.654 -1.904 -3.539
O -4.746 -2.355 -2.864
N -6.074 -0.622 -3.358
C -7.125 0.087 -4.059
H -5.899 -3.714 -4.621
H -7.410 -2.828 -4.370
H -6.224 -2.266 -5.581
H -5.566 -0.132 -2.638
H -6.706 0.968 -4.548
H -7.883 0.415 -3.344
H -7.594 -0.543 -4.807
C -3.992 4.128 -11.533
C -2.680 4.344 -10.819
O -1.945 3.413 -10.521
N -2.334 5.620 -10.512
C -3.069 6.841 -10.779
H -4.124 3.064 -11.707
H -4.822 4.488 -10.925
H -3.993 4.641 -12.496
H -1.448 5.693 -10.036
H -2.461 7.503 -11.399
H -3.285 7.349 -9.838
H -4.002 6.635 -11.292
C 5.627 -0.833 1.895
C 4.961 -2.184 1.795
O 4.741 -2.724 0.718
N 4.609 -2.791 2.955
C 4.794 -2.307 4.317
H 5.847 -0.479 0.892
H 4.967 -0.116 2.383
H 6.561 -0.907 2.454
H 4.167 -3.687 2.822
H 5.405 -3.021 4.872
H 3.822 -2.230 4.804
H 5.276 -1.335 4.338
C -3.046 -5.123 -8.732
C -2.395 -3.900 -8.131
O -3.018 -3.099 -7.455
N -1.068 -3.713 -8.365
C -0.163 -4.545 -9.134
H -4.096 -5.129 -8.455
H -2.972 -5.100 -9.820
H -2.580 -6.032 -8.351
H -0.699 -2.880 -7.931
H 0.650 -4.887 -8.491
H 0.264 -3.960 -9.951
H -0.675 -5.407 -9.547
C -1.576 5.813 6.698
C -1.682 4.356 6.314
O -0.700 3.680 6.065
N -2.928 3.808 6.254
C -4.203 4.445 6.515
H -0.527 6.096 6.702
H -2.104 6.439 5.977
H -1.984 5.977 7.697
H -2.925 2.834 5.993
H -4.710 3.926 7.330
H -4.830 4.384 5.622
H -4.075 5.488 6.785
C -0.562 1.699 10.984
C 0.044 2.815 11.803
O -0.646 3.552 12.502
N 1.383 2.974 11.736
C 2.349 2.197 10.964
H -1.637 1.698 11.139
H -0.361 1.851 9.923
H -0.162 0.734 11.297
H 1.725 3.734 12.302
H 3.077 1.753 11.643
H 2.874 2.860 10.278
H 1.872 1.410 10.392
C 8.880 -5.709 5.583
C 8.040 -6.408 4.541
O 7.681 -7.569 4.670
N 7.690 -5.696 3.438
C 8.021 -4.320 3.111
H 9.075 -6.402 6.395
H 9.833 -5.393 5.157
H 8.352 -4.842 5.983
H 7.129 -6.218 2.784
H 7.102 -3.746 2.988
H 8.569 -4.303 2.167
H 8.627 -3.858 3.883

Calculated values
Total energy ... -3202.2418 a.u.
Gap between HOMO and LUMO ... 6.3466 eV
Highest occupied orbital energy ... -5.0 eV
Charge ... -1

=====

> Which formula does entry 1 have?

C39H87N5O7